[1]
{"formula": "C12H13F3I2O10S", "method": "wB97M-V/def2-TZVPD", "e_lumo_ev": -0.7, "energy_ha": -2510.63037, "spin_multiplicity": 1, "homo_energy_ev": -10.0, "orbital_gap_ev": 9.3, "symbols": ["C", "C", "I", "C", "C", "C", "C", "O", "O", "O", "C", "O", "O", "C", "I", "S", "O", "O", "C", "F", "F", "F", "H", "H", "H", "H", "H", "H", "H", "H", "H", "C", "C", "O", "C", "O", "O", "H", "H", "H", "H"], "xyz": [[0.1995, -0.8700, 4.0981], [0.5961, 0.3797, 3.3040], [-0.0094, 2.0939, 4.4610], [-0.0269, 0.4122, 1.8898], [0.8683, 0.0565, 0.6660], [1.6566, -1.2159, 0.9845], [2.1717, -2.0878, -0.1673], [1.4696, -2.5203, -1.0208], [3.4933, -2.4020, -0.1265], [-0.0685, -0.2051, -0.4032], [-0.3822, 0.9580, -1.0027], [-1.2651, 1.1362, -1.7590], [0.4772, 1.9481, -0.5717], [1.5709, 1.3209, 0.0863], [2.4260, 2.7292, 1.4293], [2.7619, 1.1712, -1.3553], [2.3389, 0.1054, -2.2065], [2.9312, 2.5041, -1.8452], [4.4449, 0.6715, -0.6398], [4.9219, -0.3186, -1.3651], [4.3448, 0.2678, 0.6319], [5.2667, 1.6969, -0.7059], [0.6354, -1.7665, 3.6442], [-0.8879, -0.9674, 4.1536], [0.5743, -0.8066, 5.1230], [1.6851, 0.4543, 3.2763], [-0.4979, 1.3826, 1.7081], [-0.8029, -0.3619, 1.8583], [0.9504, -1.8808, 1.4972], [2.4446, -0.9679, 1.7009], [3.8656, -2.2204, 0.7465], [-4.3257, -0.9261, -2.7153], [-4.0862, 0.5009, -3.1657], [-5.4251, 1.0033, -3.2916], [-6.2375, 0.2658, -2.5027], [-7.3691, 0.5279, -2.2553], [-5.5774, -0.8196, -2.0286], [-3.5613, -1.3017, -2.0407], [-4.4451, -1.6159, -3.5526], [-3.5569, 1.0882, -2.4198], [-3.5699, 0.5795, -4.1181]]}


[2]
{"formula": "C12H13FN2", "method": "wB97M-V/def2-TZVPD", "e_lumo_ev": 0.9, "energy_ha": -674.32865, "spin_multiplicity": 1, "homo_energy_ev": -7.5, "orbital_gap_ev": 8.4, "symbols": ["C", "C", "C", "C", "C", "C", "N", "C", "C", "C", "C", "C", "C", "N", "F", "H", "H", "H", "H", "H", "H", "H", "H", "H", "H", "H", "H", "H"], "xyz": [[1.3092, 3.3755, -1.6480], [0.4006, 2.2387, -1.1332], [0.5284, 2.2574, 0.3956], [-0.6371, 1.3948, 0.9930], [-0.3425, 0.0606, 0.3686], [0.2652, -0.1524, -0.8716], [0.4506, -1.4414, -1.1921], [-0.0643, -2.1429, -0.1891], [-0.2509, -3.5290, -0.0836], [-0.7752, -3.9322, 1.1010], [-1.1738, -3.0620, 2.2369], [-1.2190, -1.7452, 1.9816], [-0.5638, -1.2610, 0.8017], [1.0206, 0.9522, -1.5424], [0.9482, 0.6222, -2.9409], [0.7373, 4.3380, -1.4726], [1.6181, 3.4196, -2.7063], [2.3208, 3.4086, -1.1320], [-0.6159, 2.2720, -1.4145], [0.3229, 3.3786, 0.6990], [1.4253, 1.8616, 0.7990], [-1.6997, 1.6446, 0.6699], [-0.6842, 1.2321, 2.1842], [0.8124, -1.7078, -2.0302], [0.0426, -4.2182, -0.9524], [-0.9157, -5.0153, 1.2637], [-1.5796, -3.2885, 3.1793], [-1.6807, -0.9606, 2.6357]]}


[3]
{"formula": "C12H13N2", "method": "wB97M-V/def2-TZVPD", "e_lumo_ev": -4.8, "energy_ha": -574.17286, "charge": 1, "spin_multiplicity": 1, "homo_energy_ev": -11.8, "orbital_gap_ev": 7.0, "symbols": ["C", "C", "C", "C", "C", "C", "C", "C", "C", "C", "C", "C", "N", "N", "H", "H", "H", "H", "H", "H", "H", "H", "H", "H", "H", "H", "H"], "xyz": [[0.9216, 1.6555, -0.3762], [-1.1053, 0.2832, 0.1568], [0.7590, -1.6693, 1.2516], [2.2979, 0.1921, 1.6616], [0.1225, 2.4401, -1.2466], [-1.8154, 1.0779, -0.6947], [1.5550, -2.4918, 1.9360], [3.0121, -0.7204, 2.4794], [0.2880, 0.5503, 0.2548], [1.0621, -0.2528, 1.1704], [0.2226, -4.2866, 1.8239], [-2.1043, 2.8691, -2.2370], [-1.2629, 2.1185, -1.3493], [2.7037, -1.9783, 2.4924], [1.9407, 1.7733, -0.1044], [-1.6183, -0.3387, 0.8765], [-0.1340, -1.8483, 0.8055], [2.6356, 1.1931, 1.6637], [0.2537, 3.4291, -1.7769], [-2.8971, 1.2649, -0.6915], [0.1737, -4.2895, 0.7768], [3.9020, -0.5022, 3.0364], [-0.6427, -3.9798, 2.3455], [0.7985, -5.0246, 2.2984], [-2.9461, 3.3619, -1.7637], [-1.5019, 3.5979, -2.6380], [-2.3778, 2.1800, -3.0345]]}


[4]
{"formula": "C12H13N6O5ScSe2Te2", "method": "wB97M-V/def2-TZVPD", "e_lumo_ev": -0.5, "energy_ha": -7269.76379, "spin_multiplicity": 1, "homo_energy_ev": -6.8, "orbital_gap_ev": 6.3, "symbols": ["Sc", "O", "C", "O", "C", "O", "C", "C", "O", "O", "H", "H", "H", "H", "H", "N", "C", "N", "C", "N", "N", "C", "N", "C", "C", "C", "C", "C", "N", "H", "H", "H", "H", "H", "H", "H", "H", "Se", "Te", "Te", "Se"], "xyz": [[-1.0478, -0.8618, -0.8137], [-4.3092, 0.4300, 1.5125], [-3.4220, -0.5090, 1.2512], [-3.1018, -0.7972, 0.1124], [-2.9199, -1.2026, 2.5048], [-1.8061, -2.0172, 2.2849], [-0.5534, -1.5416, 2.7442], [0.0158, -0.3972, 1.8717], [1.1204, 0.0558, 2.1035], [-0.7637, -0.0267, 0.9246], [-4.6558, 0.8276, 0.6918], [-2.7360, -0.4474, 3.2766], [-3.7408, -1.8526, 2.8445], [-0.6074, -1.2224, 3.7904], [0.1279, -2.3957, 2.6732], [2.0968, -2.8247, -0.7425], [2.3606, -1.5126, -0.7758], [3.6443, -1.1815, -0.6865], [3.9150, 0.1151, -0.6759], [5.1853, 0.5148, -0.5931], [2.9726, 1.0704, -0.7414], [1.7330, 0.6617, -0.8757], [1.3378, -0.6252, -0.9438], [0.7290, 1.7426, -0.9684], [1.0941, 3.0465, -0.6445], [0.1521, 4.0535, -0.7469], [-1.1158, 3.7280, -1.2028], [-1.4004, 2.4012, -1.4867], [-0.5061, 1.4254, -1.3621], [2.8914, -3.4145, -0.5409], [1.1762, -3.1560, -0.4367], [5.9170, -0.1638, -0.4826], [5.3785, 1.4979, -0.5360], [2.1043, 3.2354, -0.3261], [0.4126, 5.0705, -0.4940], [-1.8705, 4.4843, -1.3386], [-2.3766, 2.1024, -1.8707], [-1.0795, -3.3317, -0.1262], [-0.8507, -3.9217, -2.5891], [-3.0864, -2.7161, -3.4575], [-2.4157, -0.3431, -3.1301]]}


Calculated energy above the lowest of the compared OMol25 structures with the same formula, charge and spin, 0.0 320.1 402.4 39.7 kJ/mol (same order as the records).